(1)
# C4H7N2O

A gas-phase ion, C4H7N2O (charge +1) (ωB97M-V/def2-TZVPD, the OMol25 dataset).

As for the total charge: +1. For the total energy, the calculation gives -9274.4841 eV. For the HOMO energy, the calculation gives -0.4946 Ha. For the energy above the lowest of the compared OMol25 structures with the same formula, charge and spin, the calculation gives 191.5 kcal/mol.

CARTESIAN COORDINATES (ANGSTROEM)
O (-2.411, -0.698, -0.543)
N (-0.120, 1.140, -0.072)
N (-1.014, 0.749, 0.595)
C (1.288, 0.926, -0.030)
C (-2.075, 0.110, 0.545)
C (1.809, -0.402, 0.561)
C (-1.778, -1.090, -1.550)
H (1.400, 1.091, -1.129)
H (2.802, -0.456, 0.262)
H (1.924, -0.387, 1.572)
H (-2.262, -1.742, -2.181)
H (-2.640, 0.107, 1.434)
H (1.743, 1.885, 0.538)
H (1.334, -1.232, -0.002)

Results of the natural (NBO) charge analysis, in e, for atoms 1 through 2: O -0.42; N 0.11

---

(2)
# C5H8

C5H8 in the gas phase (ωB97M-V/def2-TZVPD, the OMol25 dataset).

For the total energy, the calculation gives -5311.7094 eV. As for the SMILES: C=CCC=C. For the HOMO energy, the calculation gives -0.3442 Ha. For the energy above the lowest of the compared OMol25 structures with the same formula, charge and spin, the calculation gives 56.7 kcal/mol.

CARTESIAN COORDINATES (ANGSTROEM)
C (-0.479, 0.656, 1.159)
C (-0.356, -0.266, -1.158)
C (-0.395, 0.909, -0.292)
C (0.880, -0.618, -1.704)
C (0.026, -0.458, 1.683)
H (-1.006, 1.228, 1.999)
H (-1.243, -0.913, -1.215)
H (1.630, 0.118, -1.500)
H (-1.254, 1.626, -0.675)
H (1.275, -1.575, -2.107)
H (0.576, 1.472, -0.148)
H (0.436, -1.300, 1.111)
H (-0.088, -0.880, 2.848)

Results of the natural (NBO) charge analysis, in e, for atoms 1 through 2: C -0.21; C -0.17

---

| no. | maximum force (eV/A) |
| --- | --- |
| 1 | 5.56 |
| 2 | 4.52 |